The following is a quantum chemistry calculation of 2 unconnected molecules or ions with the total composition C27H30N2O2 in a non-equilibrium geometry, from OMol25.

The geometry in XYZ format:
```
61
Properties=species:S:1:pos:R:3:forces:R:3
C -0.816 -1.575 4.435 -0.329 -0.016 0.049
C 0.358 -0.727 3.985 1.621 -0.816 0.411
C 1.620 -1.332 4.254 -0.187 0.410 -0.208
C 2.905 -0.756 3.982 -1.436 -0.715 0.308
C 4.027 -1.664 4.455 0.428 -0.028 0.035
O 3.110 0.335 3.444 0.666 0.268 -0.342
O 0.200 0.383 3.463 -0.846 0.597 -0.499
H -0.502 -2.617 4.567 -0.230 0.245 0.014
H -1.189 -1.187 5.391 -0.025 -0.079 -0.140
H -1.625 -1.522 3.703 -0.041 -0.001 0.033
H 1.602 -2.308 4.733 0.032 0.159 -0.105
H 3.666 -2.697 4.531 0.229 0.243 0.018
H 4.872 -1.619 3.768 0.095 0.025 -0.028
H 4.374 -1.340 5.443 -0.021 -0.025 -0.127
C 5.800 1.012 -0.792 0.413 0.202 0.124
N 4.360 0.879 -0.867 -0.742 0.881 0.664
C 3.474 1.423 0.011 -0.226 -1.163 -0.727
C 2.157 1.044 -0.356 0.678 -0.056 -0.501
C 1.004 1.306 0.378 -0.642 0.206 0.222
C -0.334 1.259 -0.104 -0.042 0.570 -0.063
C -0.723 1.475 -1.455 -0.266 -0.635 -0.061
C -1.996 1.169 -1.904 0.584 0.199 0.542
C -2.986 0.709 -0.986 0.342 -0.132 0.344
N -4.228 0.341 -1.419 0.228 0.110 -0.030
C -4.663 0.653 -2.769 0.027 0.198 -0.209
C -3.533 0.490 -3.769 0.088 -0.116 -0.004
C -2.324 1.316 -3.353 -0.034 0.404 -0.563
C -5.293 0.119 -0.459 -0.213 0.002 0.361
C -4.787 -0.604 0.778 0.093 -0.079 0.016
C -3.642 0.176 1.408 -0.402 0.093 0.582
C -2.648 0.644 0.398 0.282 0.177 -0.561
C -1.385 0.996 0.811 0.152 -0.314 0.088
C 2.302 0.191 -1.543 0.596 0.182 0.088
C 1.441 -0.654 -2.228 -0.040 -0.367 -0.710
C 1.950 -1.454 -3.265 -0.078 0.311 0.489
C 3.323 -1.467 -3.561 0.203 0.431 0.236
C 4.222 -0.666 -2.839 -0.387 -0.306 -0.279
C 3.685 0.140 -1.842 -0.474 -0.249 0.396
H 6.240 0.330 -1.526 0.007 0.238 0.316
H 6.118 2.041 -1.016 -0.131 -0.356 0.001
H 6.150 0.747 0.216 -0.123 0.021 -0.343
H 3.782 2.021 0.859 0.044 -0.166 -0.067
H 1.137 1.465 1.448 -0.050 0.033 0.139
H -0.011 1.889 -2.170 -0.027 -0.316 0.138
H -5.497 -0.012 -3.013 0.094 0.063 0.024
H -5.045 1.688 -2.823 0.018 -0.162 0.083
H -3.246 -0.565 -3.843 -0.108 0.074 0.060
H -3.874 0.811 -4.756 -0.020 -0.095 0.031
H -2.511 2.378 -3.575 -0.005 -0.169 -0.013
H -1.456 1.019 -3.951 -0.096 0.107 0.041
H -5.743 1.081 -0.152 0.084 -0.127 -0.122
H -6.077 -0.458 -0.955 0.089 0.036 0.019
H -5.603 -0.705 1.496 0.015 -0.056 -0.075
H -4.444 -1.615 0.523 -0.105 0.152 -0.105
H -4.041 1.049 1.942 -0.007 -0.135 -0.017
H -3.138 -0.441 2.160 -0.062 0.170 -0.112
H -1.161 0.978 1.876 0.210 -0.244 0.019
H 0.389 -0.689 -1.948 0.252 -0.061 -0.238
H 1.269 -2.078 -3.846 0.229 0.113 0.260
H 3.692 -2.124 -4.347 -0.052 0.215 0.165
H 5.295 -0.678 -3.027 -0.355 -0.154 -0.067
```
Forces are in eV/Å.

Values from the calculation:
total energy = -35559.6357 eV
gap between HOMO and LUMO = 4.32 eV
total charge = 0
lowest unoccupied orbital energy = -1.556 eV
ΔE to the lowest compared entry with this formula, charge and spin = 0.6353 eV
E_HOMO = -5.87 eV